The following is a DFT calculation (ωB97M-V/def2-TZVPD) of a structure of composition C21H15BaBrN3O6.

XYZ file:
```
47
Properties=species:S:1:pos:R:3:forces:R:3:mulliken_charge:R:1
Ba -0.0004 -1.6654 -0.2933 0.090 0.186 0.051 1.926
O 0.0204 -4.1356 -0.7430 0.018 -0.179 -0.065 -0.701
C 0.8568 -4.9289 -1.2076 0.003 -0.012 0.014 -0.187
C 2.2274 -4.6646 -1.5111 0.004 0.009 0.000 0.312
C 2.9544 -5.7299 -2.0767 -0.003 -0.005 0.003 -0.376
C 4.2657 -5.5607 -2.4045 0.005 0.001 0.014 -0.290
C 4.9194 -4.3390 -2.1794 0.004 -0.009 0.001 -0.337
C 4.2385 -3.2928 -1.6245 -0.009 0.004 0.009 -0.624
C 2.8677 -3.4034 -1.2721 0.037 0.003 0.012 0.517
O 2.2481 -2.3961 -0.7610 -0.171 0.034 -0.004 -0.811
N 5.0072 -6.6746 -3.0036 -0.009 0.011 -0.043 1.014
O 4.4082 -7.7155 -3.1844 0.003 -0.004 0.017 -0.615
O 6.1711 -6.4798 -3.2864 0.004 -0.006 0.017 -0.606
H 0.5213 -5.9544 -1.4183 -0.001 -0.003 0.008 0.413
H 2.4790 -6.6850 -2.2593 0.000 -0.002 0.000 0.465
H 5.9612 -4.2482 -2.4526 0.001 -0.003 0.001 0.492
H 4.7259 -2.3449 -1.4424 0.002 -0.002 -0.001 0.422
C 0.5373 -1.5225 3.3707 -0.004 -0.003 -0.001 -0.962
O -0.0963 -0.7555 2.3362 0.018 -0.012 -0.034 -0.161
C -0.6364 0.4600 2.7071 0.008 -0.003 0.011 0.558
C -0.7019 0.9053 4.0121 -0.001 -0.004 -0.005 -0.503
C -1.2604 2.1526 4.2747 -0.002 0.005 0.006 -0.737
Br -1.3494 2.7566 6.0574 0.001 -0.005 -0.004 -0.183
C -1.7413 2.9444 3.2578 0.005 -0.002 0.000 -0.636
C -1.6757 2.4955 1.9378 -0.012 0.013 0.009 1.240
C -1.1258 1.2439 1.6600 0.018 -0.024 -0.023 0.000
O -1.0430 0.7595 0.3900 0.002 -0.011 0.040 -0.820
C -2.1558 3.2979 0.8143 -0.031 -0.017 0.015 -0.106
N -2.0826 2.8711 -0.4283 0.001 0.044 -0.011 -0.398
C -2.6122 3.8815 -1.2186 -0.024 -0.007 -0.001 0.448
C -2.7757 3.9628 -2.6000 -0.005 -0.004 0.002 -0.799
C -3.3446 5.1126 -3.1052 0.001 -0.001 0.003 -0.551
C -3.7455 6.1645 -2.2650 -0.001 -0.003 -0.002 -0.440
C -3.5896 6.0978 -0.8960 0.000 0.000 0.006 -0.987
C -3.0154 4.9353 -0.3943 0.010 -0.003 -0.013 0.614
N -2.7116 4.5312 0.8962 0.014 0.003 -0.006 -0.043
H 1.3306 -0.9432 3.8420 0.002 -0.001 -0.001 0.410
H 0.9707 -2.3961 2.8882 -0.002 -0.003 0.001 0.215
H -0.1931 -1.8436 4.1125 0.000 -0.001 0.002 0.381
H -0.3311 0.3103 4.8321 0.003 -0.005 0.000 0.520
H -2.1643 3.9102 3.4955 0.001 0.000 0.002 0.487
H -1.4475 1.5024 -0.2170 0.015 0.029 -0.033 0.635
H -2.4674 3.1533 -3.2473 0.001 -0.001 -0.002 0.407
H -3.4878 5.2119 -4.1724 0.002 -0.001 0.000 0.389
H -4.1874 7.0485 -2.7039 0.001 -0.001 0.000 0.399
H -3.8988 6.9095 -0.2515 0.000 -0.001 -0.001 0.387
H -2.8702 5.0611 1.7350 0.004 -0.003 0.003 0.220
```
Forces are in eV/Å.

Highest occupied orbital energy in hartree: -0.410
LUMO in eV: -3.2
Total charge: +1
Energy relative to the best compared isomer or geometry (same formula, charge and spin) in kJ/mol: 0.0
HOMO-LUMO gap in eV: 7.955
Multiplicity: 1